Run A
{"formula": "ClH4N2OP", "method": "wB97M-V/def2-TZVPD", "homo_lumo_gap_ev": 9.352, "mol_weight_g_mol": 114.47, "symbols": ["N", "N", "O", "P", "Cl", "H", "H", "H", "H"], "xyz": [[0.7407, -1.1619, -0.6504], [-0.9911, 0.3203, 0.4786], [1.2131, 1.2929, -0.0385], [0.1684, 0.4001, -0.8740], [-2.5039, -0.4498, -0.0286], [0.0335, -1.8765, -0.8575], [0.9554, -1.3526, 0.3892], [-1.2371, 1.7456, 0.7322], [1.6209, 1.0819, 0.8490]], "lowdin_charge": [-0.23, -0.75, -0.36, 0.57, 0.38, 0.02, 0.07, 0.21, 0.10]}



Run B
{"formula": "ClH4N2OP", "method": "wB97M-V/def2-TZVPD", "homo_lumo_gap_ev": 8.123, "mol_weight_g_mol": 114.47, "symbols": ["N", "N", "O", "P", "Cl", "H", "H", "H", "H"], "xyz": [[-0.4058, 1.3732, 0.1979], [0.8465, -0.6481, 0.1038], [-1.5977, -0.9272, -0.3900], [-0.3077, 0.0634, -0.9024], [2.4985, -0.1628, 0.0477], [-1.0024, 2.1289, -0.1481], [0.3184, 1.6420, 0.9664], [0.7898, -2.2205, -0.3962], [-1.1396, -1.2488, 0.5209]], "lowdin_charge": [-0.24, -0.82, -0.41, 0.57, 0.46, 0.02, 0.08, 0.26, 0.08]}



Stability, descending: run A, run B



Run A
{"formula": "C5H8NO", "method": "wB97M-V/def2-TZVPD", "homo_lumo_gap_ev": 9.409, "mol_weight_g_mol": 98.12, "charge": 1, "symbols": ["C", "C", "C", "C", "C", "N", "O", "H", "H", "H", "H", "H", "H", "H", "H"], "xyz": [[-1.8615, 0.1032, 0.0281], [-1.1450, -1.2082, 0.1707], [0.9266, 1.3440, -0.1569], [1.0653, -0.0800, -0.6971], [0.0532, 0.7197, 0.7934], [0.3114, -0.6763, 0.4700], [-2.8342, 0.5503, -0.3860], [-1.6398, -1.9475, 0.9868], [-1.1656, -1.8770, -0.7703], [1.9285, 1.7963, 0.1110], [0.6050, 2.0260, -0.8762], [0.7616, -0.2024, -1.8037], [2.0780, -0.3914, -0.6747], [-0.0721, 1.1227, 1.7823], [0.9886, -1.2795, 1.0225]], "lowdin_charge": [-0.15, 0.00, -0.13, -0.09, -0.12, -0.03, 0.25, 0.20, 0.16, 0.15, 0.10, 0.18, 0.12, 0.13, 0.23]}



Run B
{"formula": "C5H8NO", "method": "wB97M-V/def2-TZVPD", "homo_lumo_gap_ev": 11.888, "smiles": "C=C1[N@@H+]2[C@@H](O)[C@]12C", "mol_weight_g_mol": 98.12, "charge": 1, "symbols": ["C", "C", "N", "C", "O", "C", "C", "H", "H", "H", "H", "H", "H", "H", "H"], "xyz": [[1.4528, 1.8691, 0.5929], [0.5278, 0.9998, 0.3568], [-0.8103, 0.4943, 0.6722], [-0.3853, -0.9734, 0.8181], [-1.3720, -1.8262, 0.8956], [0.0619, -0.1999, -0.3586], [-0.1147, -0.5447, -1.7703], [1.4138, 2.8555, 1.2245], [2.5132, 1.6745, 0.0719], [-1.7292, 0.8408, 0.4388], [0.5212, -0.8837, 1.7224], [-1.6177, -2.3270, 1.6721], [-0.7794, -1.3829, -1.7497], [0.9183, -0.7619, -2.3105], [-0.6003, 0.1657, -2.2763]], "lowdin_charge": [0.12, -0.20, 0.19, -0.24, 0.14, -0.23, 0.04, 0.13, 0.15, 0.20, 0.24, 0.15, 0.09, 0.17, 0.05]}



Stability, descending: run A, run B



Run A
{"formula": "C5H18N2O3", "method": "wB97M-V/def2-TZVPD", "homo_lumo_gap_ev": 9.038, "smiles": "C[C@@H](N)CNCCO.O.O", "mol_weight_g_mol": 154.21, "symbols": ["C", "C", "N", "C", "N", "C", "C", "O", "H", "H", "H", "H", "H", "H", "H", "H", "H", "H", "H", "H", "H", "H", "O", "H", "H", "O", "H", "H"], "xyz": [[-2.6046, 0.9064, 0.8308], [-1.2227, 0.7853, 0.1566], [-0.4178, 2.1757, -0.0731], [-0.3279, -0.0723, 1.1629], [0.6249, -0.9515, 0.4255], [2.0376, -0.9118, 0.6048], [2.5304, 0.5993, 0.7107], [1.8561, 0.8888, -0.4911], [-2.5404, 1.0728, 1.8680], [-2.9994, 1.8097, 0.4310], [-3.4819, 0.1217, 0.4988], [-1.2270, 0.1925, -0.6282], [-0.8030, 2.6924, -0.7739], [-0.5282, 2.8392, 0.8104], [-1.0199, -0.7963, 1.6803], [0.2420, 0.5584, 1.8918], [0.4056, -1.0014, -0.5467], [2.2191, -1.5190, 1.4392], [2.5330, -1.3787, -0.2956], [2.1856, 0.9644, 1.5970], [3.6994, 0.6548, 0.5668], [1.5624, 1.9484, -0.4560], [-0.9651, -0.8354, -2.8064], [-1.3184, -0.9225, -2.0011], [-0.3469, -0.2830, -2.6258], [-0.1876, -3.5427, -1.6108], [-0.5767, -2.7782, -1.1873], [0.6714, -3.2171, -1.1787]], "lowdin_charge": [-0.08, -0.29, 0.04, -0.15, -0.10, -0.22, -0.23, -0.19, 0.05, 0.04, 0.14, 0.03, 0.01, 0.13, 0.12, 0.12, 0.05, 0.08, 0.13, 0.05, 0.14, 0.16, 0.10, -0.05, -0.06, -0.08, -0.02, 0.06]}



Run B
{"formula": "C5H18N2O3", "method": "wB97M-V/def2-TZVPD", "homo_lumo_gap_ev": 9.725, "smiles": "C[C@H](O)[C@H](C)NCN.O.O", "mol_weight_g_mol": 154.21, "symbols": ["C", "C", "O", "C", "C", "N", "C", "N", "H", "H", "H", "H", "H", "H", "H", "H", "H", "H", "H", "H", "H", "H", "O", "H", "H", "O", "H", "H"], "xyz": [[1.7822, 0.9262, -1.1263], [1.2180, 0.2742, 0.1888], [2.1493, -0.6022, 0.7632], [-0.0615, -0.5792, -0.2291], [0.4718, -1.6687, -1.1480], [-1.0283, 0.3606, -0.7891], [-2.4698, 0.4032, -0.2345], [-2.4495, 0.9983, 1.0734], [1.3992, 1.8893, -1.1156], [2.8902, 0.7315, -1.1557], [1.5396, 0.3192, -2.0332], [0.9357, 0.8648, 1.0129], [2.1709, -1.5535, 0.3927], [-0.3635, -0.9418, 0.8052], [1.3518, -1.2836, -1.7971], [-0.2358, -2.0074, -2.0449], [0.6840, -2.5881, -0.6728], [-0.9547, 0.3997, -1.7548], [-3.0433, 0.9472, -1.0119], [-2.8333, -0.6523, -0.2238], [-2.3016, 2.0990, 1.0661], [-1.8178, 0.6287, 1.7244], [-0.2809, 3.0446, 0.8406], [0.4933, 3.0312, 1.2001], [-0.2231, 2.2772, 0.2414], [0.3589, -2.8199, 2.0546], [0.7608, -2.1516, 2.5380], [-0.1427, -2.3466, 1.4353]], "lowdin_charge": [-0.02, -0.39, -0.08, -0.36, -0.07, -0.03, -0.25, 0.00, 0.04, 0.11, 0.07, 0.11, 0.13, 0.13, 0.09, 0.13, 0.05, 0.07, 0.12, 0.11, 0.12, 0.03, 0.00, -0.07, 0.01, 0.00, 0.01, -0.04]}



Stability, descending: run B, run A



Run A
{"formula": "C5H12", "method": "wB97M-V/def2-TZVPD", "homo_lumo_gap_ev": 12.155, "smiles": "CC(C)(C)C", "mol_weight_g_mol": 72.15, "symbols": ["C", "C", "C", "C", "C", "H", "H", "H", "H", "H", "H", "H", "H", "H", "H", "H", "H"], "xyz": [[0.5019, 0.1265, -1.4384], [0.0087, -0.0075, 0.0058], [-0.7841, 1.2467, 0.3821], [-0.9202, -1.2272, 0.1091], [1.2098, -0.1455, 0.9531], [1.1193, -0.7351, -1.7200], [1.1034, 1.0338, -1.5755], [-0.3471, 0.1752, -2.1312], [-1.6411, 1.3576, -0.2925], [-0.1621, 2.1468, 0.3031], [-1.1599, 1.1741, 1.4097], [-1.9153, -1.0105, -0.3051], [-0.5173, -2.0783, -0.4494], [-1.0645, -1.5374, 1.1489], [0.8862, -0.2648, 1.9948], [1.8400, -1.0050, 0.6944], [1.8425, 0.7506, 0.9112]], "lowdin_charge": [-0.08, -0.68, -0.08, -0.07, -0.07, 0.08, 0.08, 0.08, 0.08, 0.08, 0.08, 0.08, 0.08, 0.08, 0.08, 0.08, 0.08]}



Run B
{"formula": "C5H12", "method": "wB97M-V/def2-TZVPD", "homo_lumo_gap_ev": 12.125, "smiles": "CCC(C)C", "mol_weight_g_mol": 72.15, "symbols": ["C", "C", "C", "C", "C", "H", "H", "H", "H", "H", "H", "H", "H", "H", "H", "H", "H"], "xyz": [[-2.0130, -0.7117, -0.3851], [-0.9988, 0.4225, -0.0873], [0.5193, 0.0918, -0.2693], [1.0599, -0.9896, 0.6897], [1.4611, 1.3133, -0.1189], [-1.8139, -1.6251, 0.1864], [-3.0333, -0.3971, -0.1192], [-2.0601, -0.9965, -1.4470], [-1.1744, 0.7908, 0.9300], [-1.2581, 1.2502, -0.7682], [0.5131, -0.2595, -1.3036], [2.1258, -1.2177, 0.5277], [0.9885, -0.6286, 1.7253], [0.5202, -1.9378, 0.6201], [1.3967, 1.7178, 0.9009], [2.5233, 1.0515, -0.2621], [1.2436, 2.1257, -0.8196]], "lowdin_charge": [-0.11, -0.24, -0.43, -0.09, -0.09, 0.06, 0.07, 0.07, 0.10, 0.11, 0.12, 0.08, 0.08, 0.06, 0.08, 0.07, 0.07]}



Stability, descending: run A, run B



Run A
{"formula": "C2H6N2O2S", "method": "wB97M-V/def2-TZVPD", "homo_lumo_gap_ev": 10.596, "smiles": "[H]/N=C/O[S@](C)(=N)=O", "mol_weight_g_mol": 122.15, "symbols": ["H", "N", "C", "O", "S", "C", "N", "O", "H", "H", "H", "H", "H"], "xyz": [[3.3569, -0.7350, 0.1377], [2.3795, -0.8444, -0.0367], [1.9730, 0.1171, -0.7682], [0.7130, 0.4606, -0.8064], [-0.3794, -0.6335, -0.0614], [-1.9961, 0.2942, -0.3365], [-0.1330, -0.4698, 1.3751], [-0.4623, -1.8766, -0.7344], [2.5912, 0.8272, -1.2372], [-2.1517, 0.2186, -1.4645], [-2.5999, -0.4158, 0.2224], [-2.0212, 1.2974, 0.0347], [0.3567, -0.9640, 2.0723]], "lowdin_charge": [0.04, 0.10, -0.37, -0.18, 0.65, -0.10, -0.18, -0.29, 0.12, 0.09, 0.05, 0.05, 0.03]}



Run B
{"formula": "C2H6N2O2S", "method": "wB97M-V/def2-TZVPD", "homo_lumo_gap_ev": 9.131, "smiles": "OC/C(=N/S)NO", "mol_weight_g_mol": 122.15, "symbols": ["O", "C", "C", "N", "S", "N", "O", "H", "H", "H", "H", "H", "H"], "xyz": [[-1.8263, 0.9311, 1.0884], [-0.7159, 0.1068, 1.3817], [0.1643, -0.0733, 0.1748], [1.3910, -0.3615, 0.4231], [2.3686, -0.7378, -0.9143], [-0.4054, 0.1857, -1.1337], [-0.2679, -0.9042, -2.0165], [-1.6158, 1.8550, 1.3354], [-1.1322, -0.8648, 1.6829], [-0.1131, 0.4754, 2.2160], [3.5426, -0.4481, -0.2780], [-1.3842, 0.3571, -1.0624], [-0.0057, -0.5213, -2.8975]], "lowdin_charge": [-0.07, -0.20, -0.43, -0.32, 0.73, -0.03, -0.13, 0.11, 0.13, 0.12, -0.14, 0.10, 0.12]}



Stability, descending: run B, run A



Run A
{"formula": "C2H6N2O2S", "method": "wB97M-V/def2-TZVPD", "homo_lumo_gap_ev": [7.397, 7.395], "smiles": "[H]/N=C1/CO1.N=S.O", "mol_weight_g_mol": 122.15, "symbols": ["H", "N", "C", "C", "O", "H", "H", "N", "S", "H", "O", "H", "H"], "xyz": [[-3.8484, -1.7213, -1.8603], [-4.0374, -0.8845, -1.1936], [-3.1089, -0.4624, -0.5438], [-2.8062, 0.4491, 0.5328], [-1.9058, -0.6099, -0.0247], [-2.4323, 1.4989, 0.3942], [-3.2161, 0.1576, 1.4352], [4.8859, 1.5958, -0.4461], [4.8157, 0.2269, -1.0672], [4.0156, 1.9708, 0.0948], [2.3532, -0.5565, 1.1717], [2.1107, -0.5161, 0.2407], [3.1739, -1.1482, 1.2663]], "lowdin_charge": [0.11, 0.16, -0.55, 0.01, 0.06, 0.13, 0.08, -0.56, 0.60, 0.03, -0.13, 0.00, 0.06]}



Run B
{"formula": "C2H6N2O2S", "method": "wB97M-V/def2-TZVPD", "homo_lumo_gap_ev": [6.983, 6.648], "smiles": "[H]/N=C/C=S(=O)=O.N", "mol_weight_g_mol": 122.15, "symbols": ["H", "N", "C", "C", "S", "O", "O", "H", "H", "N", "H", "H", "H"], "xyz": [[-0.6146, 1.8517, 2.1238], [-0.1235, 1.1418, 1.5568], [0.3087, 1.6953, 0.4631], [0.7728, 0.7266, -0.4692], [0.5489, 0.9976, -2.2401], [0.7140, -0.3940, -2.8761], [-0.7072, 1.7126, -2.3492], [0.2310, 2.8428, 0.1940], [1.7121, 0.1547, -0.1855], [-0.5845, -1.1297, -0.3321], [-0.3438, -1.0099, -1.3581], [-1.5703, -0.7264, -0.2530], [-0.0853, -1.5800, 0.4176]], "lowdin_charge": [0.06, 0.09, -0.29, -0.21, 0.73, -0.49, -0.45, 0.16, 0.13, 0.09, 0.03, 0.11, 0.06]}



Stability, descending: run B, run A